No. 1
{
  "formula": "C30H38As3CuF5I2N2O",
  "method": "ωB97M-V/def2-TZVPD",
  "species": ["Cu", "I", "C", "C", "C", "I", "C", "O", "C", "C", "N", "C", "C", "C", "C", "C", "C", "N", "C", "H", "H", "H", "H", "H", "H", "H", "H", "H", "H", "H", "C", "As", "C", "C", "C", "C", "C", "As", "C", "C", "C", "As", "C", "C", "H", "H", "H", "H", "H", "H", "H", "H", "H", "H", "H", "H", "H", "H", "H", "H", "H", "H", "H", "H", "H", "H", "H", "H", "H", "H", "H", "F", "C", "C", "C", "F", "C", "F", "C", "F", "C", "F"],
  "xyz": [[1.0510, -2.0927, 0.0148], [5.3414, 2.3269, 4.5222], [3.8932, 1.1552, 3.5789], [2.5653, 1.2497, 3.9617], [1.6205, 0.4941, 3.2909], [-0.3658, 0.6205, 3.9161], [1.9290, -0.3692, 2.2184], [0.9717, -0.9888, 1.5788], [3.3075, -0.5056, 1.9234], [3.8091, -1.5856, 1.0024], [3.1059, -1.6460, -0.2902], [3.2724, -0.4387, -1.0970], [2.2906, -0.4187, -2.2404], [2.5500, 0.2531, -3.4262], [1.5759, 0.2659, -4.4094], [0.3815, -0.4037, -4.1864], [0.2107, -1.0528, -2.9771], [1.1414, -1.0505, -2.0239], [4.2544, 0.2718, 2.5780], [2.2630, 1.9033, 4.7678], [3.6805, -2.5598, 1.4725], [4.8832, -1.4362, 0.8488], [3.4277, -2.4614, -0.7998], [4.2963, -0.3369, -1.4708], [3.0695, 0.4199, -0.4497], [3.4967, 0.7582, -3.5690], [1.7492, 0.7852, -5.3432], [-0.3989, -0.4289, -4.9342], [-0.7017, -1.5904, -2.7469], [5.2991, 0.1610, 2.3118], [-2.5008, -2.0876, 1.4740], [-1.7709, -1.0834, -0.0327], [-3.1066, -1.6402, -1.3669], [-2.6705, 0.6145, 0.4507], [-2.4220, 1.9043, -0.3478], [-2.2943, 1.5806, -1.8419], [-1.1746, 2.6521, 0.1350], [0.5994, 1.9708, -0.3870], [1.5643, 3.3203, 0.6593], [0.7887, 2.9166, -2.1049], [-3.6612, 2.8331, -0.2303], [-4.3900, 3.7748, 1.3587], [-4.3790, 2.4273, 2.7827], [-2.8840, 4.8562, 2.0079], [-3.5439, -1.8128, 1.6401], [-1.9167, -1.8627, 2.3656], [-2.4386, -3.1554, 1.2649], [-4.1082, -1.4181, -0.9952], [-3.0263, -2.7086, -1.5509], [-2.9570, -1.1084, -2.3058], [-2.4623, 0.7688, 1.5066], [-3.7276, 0.3459, 0.3652], [-1.4606, 0.8945, -2.0287], [-2.1172, 2.4902, -2.4201], [-3.2073, 1.1137, -2.2171], [-1.1624, 2.6772, 1.2255], [-1.2160, 3.6880, -0.2142], [1.2377, 4.3238, 0.3806], [2.6361, 3.2313, 0.4829], [1.3794, 3.1637, 1.7204], [0.2676, 3.8755, -2.0787], [0.4008, 2.3184, -2.9283], [1.8493, 3.1003, -2.2828], [-4.5344, 2.2820, -0.5951], [-3.5302, 3.6598, -0.9382], [-4.9221, 1.5390, 2.4632], [-4.8952, 2.8533, 3.6433], [-3.3698, 2.1512, 3.0801], [-2.4698, 5.4433, 1.1885], [-2.0951, 4.2615, 2.4636], [-3.2789, 5.5474, 2.7525], [-1.3035, -3.9143, -1.0787], [-0.2061, -4.6612, -0.7995], [0.9680, -4.0427, -0.4198], [2.0123, -4.9222, -0.2130], [3.2470, -4.4579, 0.1279], [1.9201, -6.2967, -0.3340], [2.9794, -7.0841, -0.1172], [0.7096, -6.8579, -0.6924], [0.5879, -8.1806, -0.8175], [-0.3698, -6.0283, -0.9298], [-1.5447, -6.5550, -1.2930]],
  "forces_ev_per_a": [[-0.02, 0.23, 0.19], [-0.02, -0.02, -0.02], [0.01, 0.07, 0.05], [0.00, -0.06, -0.08], [-0.10, 0.12, 0.00], [-0.05, 0.04, -0.08], [-0.13, 0.03, -0.06], [0.21, -0.06, 0.05], [0.09, -0.01, -0.01], [-0.01, 0.07, -0.03], [-0.12, -0.06, 0.08], [0.00, -0.05, -0.05], [0.04, -0.03, 0.04], [0.02, -0.01, -0.02], [0.02, -0.05, -0.04], [0.03, 0.01, -0.04], [0.09, 0.01, 0.05], [-0.10, -0.11, -0.12], [-0.01, -0.03, -0.01], [0.01, 0.01, 0.00], [-0.03, -0.05, 0.01], [0.02, -0.01, -0.02], [0.08, 0.01, -0.01], [0.02, -0.01, 0.00], [-0.01, -0.01, 0.01], [0.00, -0.01, 0.00], [0.00, 0.00, 0.00], [0.00, 0.00, 0.01], [0.02, -0.03, -0.02], [-0.01, 0.00, -0.01], [-0.04, 0.00, 0.03], [-0.02, -0.13, -0.01], [-0.04, -0.06, -0.01], [-0.03, 0.03, 0.00], [-0.07, 0.01, -0.04], [0.00, 0.02, -0.01], [-0.10, 0.03, -0.01], [0.00, 0.01, 0.11], [0.01, 0.05, -0.02], [-0.04, 0.06, -0.04], [0.08, -0.04, 0.03], [-0.02, 0.00, -0.05], [0.02, -0.04, 0.00], [0.01, 0.00, -0.02], [0.00, -0.02, 0.01], [0.01, 0.00, -0.02], [0.02, 0.03, -0.02], [0.00, 0.02, -0.01], [-0.04, 0.07, 0.00], [-0.01, -0.02, 0.02], [0.04, 0.05, 0.10], [-0.02, 0.02, 0.06], [-0.03, 0.04, 0.00], [0.01, 0.00, -0.01], [0.00, 0.03, 0.00], [0.00, 0.01, 0.05], [0.01, 0.03, 0.01], [0.01, 0.00, 0.02], [0.02, 0.00, 0.00], [0.00, -0.05, 0.06], [0.02, 0.01, 0.02], [-0.01, 0.03, 0.04], [0.01, -0.01, -0.01], [0.00, -0.02, -0.02], [0.01, 0.01, 0.00], [0.00, -0.01, 0.01], [0.01, 0.00, -0.01], [0.08, -0.05, 0.00], [0.00, 0.00, 0.00], [0.03, -0.02, -0.01], [0.00, 0.00, 0.00], [0.12, -0.09, 0.04], [-0.03, 0.00, -0.03], [-0.07, 0.05, -0.11], [0.06, 0.03, 0.00], [-0.04, 0.04, 0.02], [0.06, -0.07, -0.01], [-0.05, 0.03, 0.00], [-0.01, -0.10, 0.00], [0.00, 0.07, 0.00], [-0.05, -0.04, -0.06], [0.04, 0.02, 0.01]],
  "orbital_gap_ev": [7.906, 6.506],
  "e_lumo_ha": [0.005, -0.047],
  "multiplicity": 2,
  "s2": 0.75,
  "homo_ev": [-7.769, -7.772]
}

---

No. 2
{
  "formula": "C5H10O2",
  "method": "ωB97M-V/def2-TZVPD",
  "species": ["C", "C", "O", "C", "C", "C", "O", "H", "H", "H", "H", "H", "H", "H", "H", "H", "H"],
  "xyz": [[1.1213, 1.3697, 1.3653], [0.8722, 0.8777, -0.0516], [1.9118, -0.0021, -0.4080], [-0.4768, 0.1977, -0.2061], [-0.6908, -0.8029, -1.3148], [-1.6319, -1.5002, -0.3704], [-0.6097, -1.0607, 0.7027], [2.1121, 1.8267, 1.4384], [0.3683, 2.1101, 1.6574], [1.0836, 0.5282, 2.0645], [0.8302, 1.7388, -0.7448], [1.5580, -0.5498, -1.1339], [-1.3066, 0.8437, 0.1311], [-0.9272, -0.5387, -2.3385], [0.1230, -1.4599, -0.0580], [-1.7624, -2.5820, -0.4013], [-2.5567, -1.0152, -0.0298]],
  "forces_ev_per_a": [[-0.01, 0.00, 0.03], [-0.22, 0.16, 0.12], [0.04, -0.05, -0.20], [0.15, 0.12, 0.04], [-0.18, 0.21, -0.14], [0.07, -0.10, 0.17], [0.00, -0.18, -0.06], [-0.15, -0.05, -0.06], [0.11, -0.11, -0.04], [-0.02, 0.12, -0.09], [0.05, -0.10, 0.09], [0.09, 0.02, 0.13], [0.12, -0.16, -0.12], [-0.11, 0.07, -0.04], [-0.08, -0.09, 0.28], [0.10, 0.06, 0.07], [0.05, 0.10, -0.18]],
  "orbital_gap_ev": 9.102,
  "e_lumo_ha": 0.039,
  "homo_ev": -8.052
}

---

No. 3
{
  "formula": "C2H7NO2P",
  "method": "ωB97M-V/def2-TZVPD",
  "species": ["C", "C", "N", "O", "O", "P", "H", "H", "H", "H", "H", "H", "H"],
  "xyz": [[0.0506, 0.5473, 1.0388], [0.0033, -0.6211, 0.2401], [0.3063, -0.5877, -1.0091], [-4.3545, 0.4690, 0.2326], [-2.3204, -0.9469, 0.7129], [-3.0801, 0.0957, -0.3567], [1.0405, 0.6900, 1.3528], [-0.5234, 0.4415, 1.9140], [-0.3768, 1.3556, 0.4213], [-0.1760, -1.6603, 0.6442], [0.3174, 0.2720, -1.5139], [-2.7513, -0.8360, 1.5264], [0.2492, -1.2455, -1.6653]],
  "forces_ev_per_a": [[-1.46, 1.32, -0.58], [0.55, -3.92, -0.59], [-0.53, 3.57, 2.04], [-0.14, 0.26, 0.02], [0.49, 0.68, -2.82], [0.04, -0.74, 0.24], [1.68, 0.65, 0.23], [-0.72, -0.14, 1.04], [0.64, 0.24, 0.53], [0.49, 1.40, -0.32], [0.42, 1.31, 0.17], [-1.27, -0.18, 2.43], [-0.19, -4.45, -2.38]],
  "orbital_gap_ev": 10.099,
  "e_lumo_ha": -0.179,
  "total_charge": 1,
  "homo_ev": -14.980
}

---

No. 4
{
  "formula": "C4H14N2O",
  "method": "ωB97M-V/def2-TZVPD",
  "species": ["N", "C", "C", "C", "C", "N", "H", "H", "H", "H", "H", "H", "H", "H", "H", "H", "H", "H", "O", "H", "H"],
  "xyz": [[1.4947, -2.1450, 1.2209], [1.6618, -0.7418, 1.3124], [0.4519, 0.2310, 1.4513], [0.5268, 1.3357, 0.4085], [-0.5151, 2.4300, 0.4255], [-1.7863, 1.9758, -0.1438], [0.9746, -2.8483, 1.6261], [2.0376, -2.5564, 0.4846], [2.1515, -0.3764, 0.4071], [2.3513, -0.3753, 2.0978], [0.2225, 0.6386, 2.4331], [-0.3716, -0.4516, 1.1857], [1.5200, 1.8036, 0.5009], [0.6482, 0.9013, -0.5944], [-0.1029, 3.3231, -0.0356], [-0.7772, 2.6829, 1.4597], [-1.6490, 1.2196, -0.7882], [-2.3517, 2.6532, -0.6352], [-1.5214, -2.5912, -3.6322], [-1.7925, -2.7898, -4.5319], [-1.6418, -1.6379, -3.5826]],
  "forces_ev_per_a": [[1.71, 0.27, -2.20], [0.46, 2.52, 1.21], [-1.29, -1.80, -1.24], [1.36, 0.20, -0.16], [-0.87, -0.14, 0.49], [-0.24, -0.33, -0.25], [-1.61, -0.45, 1.75], [0.04, 0.09, -0.09], [0.08, -0.56, -0.17], [0.14, -0.67, 0.10], [0.40, -0.13, 0.20], [-0.37, 0.51, 0.20], [-0.15, 0.21, 0.36], [-0.56, -0.10, 0.03], [-0.04, 0.17, -0.29], [0.52, 0.17, 0.06], [0.16, -0.33, -0.24], [0.25, 0.36, 0.24], [-0.04, 0.18, -0.09], [0.00, -0.21, -0.10], [0.05, 0.03, 0.18]],
  "orbital_gap_ev": 9.246,
  "e_lumo_ha": 0.026,
  "homo_ev": -8.541
}

---

No. 5
{
  "formula": "CH10O5",
  "method": "ωB97M-V/def2-TZVPD",
  "species": ["C", "O", "H", "H", "O", "H", "H", "O", "H", "H", "O", "H", "H", "O", "H", "H"],
  "xyz": [[-0.7327, -2.8585, -2.1074], [-1.6926, -3.4424, -2.5306], [0.3118, -3.1014, -2.3428], [-0.7829, -2.1297, -1.2665], [-4.2705, 2.4243, -0.5341], [-4.7465, 3.0648, -0.0036], [-3.5586, 2.8683, -1.0101], [4.0773, 0.4043, -1.3430], [4.1050, 0.9474, -0.5352], [4.3477, 1.0197, -2.0370], [3.1903, 3.8341, 2.1645], [2.2451, 3.9544, 2.0581], [3.3706, 3.2737, 2.9221], [-2.2129, -3.1476, 2.2799], [-2.3428, -4.1012, 2.2976], [-1.3083, -3.0101, 1.9880]],
  "forces_ev_per_a": [[-0.06, -0.37, 1.25], [0.40, 0.38, -0.18], [0.08, -0.16, -0.70], [-0.42, 0.15, -0.38], [0.14, -0.43, -0.20], [0.16, 0.28, -0.07], [-0.30, 0.16, 0.26], [0.08, 0.54, 0.34], [-0.04, -0.34, -0.42], [-0.06, -0.18, 0.09], [0.48, 0.19, -0.40], [-0.09, -0.21, 0.32], [-0.39, 0.00, 0.07], [-0.10, 0.02, 0.05], [0.07, 0.06, -0.04], [0.04, -0.08, -0.01]],
  "orbital_gap_ev": 10.680,
  "e_lumo_ha": 0.020,
  "homo_ev": -10.148
}

---

No. 6
{
  "formula": "CH3O4Si",
  "method": "ωB97M-V/def2-TZVPD",
  "species": ["C", "O", "O", "O", "O", "Si", "H", "H", "H"],
  "xyz": [[-3.5499, 0.2180, 0.0767], [-2.9393, 0.0746, -1.1137], [-4.6573, 0.7026, 0.1922], [-0.5813, 0.1122, 0.6505], [2.4325, 0.5748, -0.2829], [-1.9419, -0.5619, 0.3404], [1.9049, 0.3302, -1.0204], [1.8453, 0.6179, 0.4233], [-1.9703, -2.0260, -0.1122]],
  "forces_ev_per_a": [[-1.97, 0.69, -1.46], [0.86, -0.41, 1.47], [0.34, -0.15, 0.90], [-0.19, -0.36, 0.46], [2.71, 0.26, -1.12], [1.14, -0.20, -2.22], [-0.86, -0.31, -0.79], [-2.07, 0.01, 1.95], [0.03, 0.47, 0.81]],
  "orbital_gap_ev": 8.834,
  "e_lumo_ha": 0.148,
  "total_charge": -1,
  "homo_ev": -4.814
}